# 1
9
Properties=species:S:1:pos:R:3 method="wB97M-V/def2-TZVPD" smiles="NN(S)[N+](=O)[O-]" orbital_gap_ha=0.35801 lumo_ev=0.27 relative_energy_kj_mol=211.6 spin_multiplicity=1
N 1.321 -0.465 0.482
N 0.141 0.232 0.200
S 0.265 1.907 -0.212
N -0.928 -0.480 -0.144
O -0.762 -1.688 -0.301
O -1.965 0.132 -0.235
H 1.888 -0.595 -0.401
H 1.042 -1.368 0.673
H -1.002 2.326 -0.062


# 2
63
Properties=species:S:1:pos:R:3 method="wB97M-V/def2-TZVPD" s2=2.011 orbital_gap_ha="0.26439 / 0.30041" lumo_ev="-6.50 / -5.52" relative_energy_kj_mol=29.4 spin_multiplicity=3 charge=+2
V -0.697 -0.263 1.224
N 1.131 0.151 0.294
C 1.842 -1.145 0.190
C 1.871 -1.737 1.590
N 0.499 -1.679 2.176
C 0.482 -1.465 3.648
C 0.771 0.010 3.890
N -0.125 0.792 3.001
H 1.684 0.825 0.848
H 0.983 0.560 -0.624
H 2.855 -1.025 -0.194
H 1.292 -1.793 -0.496
H 2.528 -1.131 2.214
H 2.247 -2.759 1.596
H 0.017 -2.553 1.957
H 1.207 -2.109 4.147
H -0.515 -1.722 4.007
H 1.799 0.262 3.633
H 0.622 0.269 4.937
H 0.292 1.697 2.769
H -0.999 0.999 3.479
C -2.262 -3.465 -6.565
C -2.210 -3.078 -5.118
C -1.741 -1.827 -4.725
C -1.697 -1.466 -3.388
C -2.136 -2.381 -2.439
C -2.619 -3.639 -2.800
C -2.644 -3.975 -4.136
S -2.151 -1.972 -0.757
O -1.630 -3.006 0.094
O -1.390 -0.690 -0.644
N -3.694 -1.715 -0.344
C -4.299 -0.382 -0.490
C -4.266 0.472 0.805
C -2.899 0.386 1.395
O -2.548 -0.665 2.015
O -1.979 1.241 1.141
H -1.713 -2.762 -7.188
H -3.297 -3.489 -6.912
H -1.848 -4.462 -6.714
H -1.403 -1.124 -5.474
H -1.328 -0.495 -3.092
H -2.957 -4.340 -2.048
H -3.008 -4.951 -4.431
H -3.943 -2.239 0.489
H -5.333 -0.509 -0.802
H -3.776 0.134 -1.294
H -4.977 0.076 1.529
H -4.524 1.500 0.560
C 5.120 4.626 2.713
As 3.894 4.026 1.365
C 2.742 5.520 1.003
C 4.929 3.689 -0.218
S 2.828 2.318 1.987
H 5.702 5.457 2.316
H 5.780 3.807 2.993
H 4.553 4.951 3.582
H 3.341 6.379 0.705
H 2.195 5.751 1.915
H 2.042 5.259 0.214
H 5.562 4.547 -0.438
H 4.256 3.501 -1.052
H 5.544 2.810 -0.039


# 3
6
Properties=species:S:1:pos:R:3 method="wB97M-V/def2-TZVPD" orbital_gap_ha="0.25886 / 0.27326" lumo_ev="-0.74 / -0.97" relative_energy_kj_mol=181.5 spin_multiplicity=1
C -0.261 -0.221 0.069
P -2.914 0.700 0.228
S -1.786 -1.012 0.109
Cl -4.696 -0.038 -0.156
H -0.193 0.562 -0.697
H 0.546 -0.566 0.752


# 4
12
Properties=species:S:1:pos:R:3 method="wB97M-V/def2-TZVPD" smiles=OCC[C@@H](F)Cl orbital_gap_ha=0.40510 lumo_ev=0.77 relative_energy_kj_mol=155.5 spin_multiplicity=1
O 0.945 -1.305 -0.996
C 1.154 -0.015 -0.344
C 0.020 0.076 0.738
C -1.251 0.481 -0.037
F -1.009 1.140 -1.219
Cl -2.165 -0.910 -0.346
H 0.497 -1.767 -0.321
H 2.225 0.007 0.139
H 0.930 0.825 -1.152
H 0.113 -0.762 1.456
H 0.256 0.965 1.496
H -1.716 1.265 0.585